# 1
The following is a DFT calculation (ωB97M-V/def2-TZVPD) of C18H24N4O6 in the gas phase in a non-equilibrium geometry.

Properties
HOMO level = -6.403 eV
energy = -37297.1846 eV
ΔE to the lowest compared entry with this formula, charge and spin = 313.84 kJ/mol
structure (SMILES) = CCOC(=O)N1N=C(OCC)O[C@@]12N(C)C=CN2c1c(OC)cccc1OC
LUMO = 0.6933 eV
largest force on an atom = 2.9 eV/Å

Positions of all 52 atoms, in Å:
H 5.91 -1.92 1.47
H -2.69 -1.35 3.10
O 1.83 -2.08 7.55
C -2.49 -2.01 3.96
H 1.78 1.17 7.66
H -3.31 -2.49 5.90
H -3.78 -0.89 5.27
N 0.99 -1.52 4.69
H 5.34 2.31 4.17
H 0.40 1.26 2.60
C 3.25 -0.72 6.33
H 5.78 -0.68 0.21
O 4.50 0.64 4.93
C 5.60 -1.25 6.02
C -3.58 -1.93 5.00
C 4.19 -2.71 7.35
H -2.33 -3.03 3.60
H 6.32 0.83 3.90
C -0.17 -1.91 3.96
H 6.29 1.61 5.53
H -1.20 0.99 3.35
H 1.83 -4.13 8.03
H 2.09 -3.03 9.43
C -0.20 1.43 3.50
H 6.58 -0.99 5.59
O 3.80 -1.60 2.70
C 1.43 0.91 6.67
H 0.48 -3.12 8.63
O -0.19 -2.49 2.89
O -1.27 -1.53 4.63
O 2.33 -0.06 3.54
C 1.43 -0.13 4.63
C 4.23 -0.60 1.70
C 5.42 -2.42 6.75
H -0.34 2.51 3.62
H 4.07 -3.61 7.96
C 5.21 -1.35 0.85
H 6.25 -3.12 6.86
C 1.56 -3.17 8.47
N 0.46 0.87 4.67
H 4.68 -2.05 0.21
H -0.37 2.12 6.22
C 2.80 -1.31 3.49
C 3.09 -1.86 7.14
N 2.11 0.03 5.91
C 4.51 -0.41 5.77
N 2.17 -2.17 4.23
H 4.69 0.24 2.24
H -4.50 -2.37 4.61
H 3.36 -0.27 1.12
C 5.71 1.39 4.62
C 0.39 1.41 5.93

=====

# 2
The following is a DFT calculation (ωB97M-V/def2-TZVPD) of a molecular structure, C44H51NP2PbSi in a non-equilibrium geometry.

Properties
HOMO level = -5.137 eV
energy = -79643.4869 eV
LUMO = -0.7645 eV
largest force on an atom = 3.0 eV/Å

Positions of all 100 atoms, in Å:
P -1.79 1.83 0.07
C -3.74 -3.94 5.11
H 2.40 -4.67 0.24
H 0.19 4.75 -2.00
C 0.76 3.22 -5.10
C -3.94 -4.42 3.81
C 2.25 4.59 -2.75
C 2.84 2.06 -2.57
C 3.43 -1.00 3.42
C -3.90 0.73 -1.47
H 5.87 1.03 2.17
H 2.60 5.02 -3.70
H 2.16 -3.04 0.85
C -2.58 -3.21 5.42
H 3.95 -1.27 -0.66
H -2.89 -1.61 1.59
H -3.13 -4.58 1.80
H 0.76 -5.13 4.23
C 2.45 -0.80 2.44
C -0.17 2.49 -0.27
H -2.43 -2.83 6.43
H 3.20 1.34 -1.83
H -1.07 2.42 2.79
C 2.25 1.65 -3.70
C 3.94 0.73 1.26
H -0.93 3.92 -3.98
H -4.50 -4.12 5.88
H -4.09 5.23 4.04
N -0.75 -3.50 2.25
C 1.63 -3.93 0.50
H 3.21 -1.65 4.26
C -4.35 1.31 -3.77
H 0.24 -0.35 -2.70
H 1.12 -3.65 -0.43
H -1.51 -0.70 2.26
H 4.12 1.44 0.46
C -2.99 -4.21 2.82
H -5.41 -0.22 -2.67
H 2.92 3.30 -4.92
C -1.97 3.01 2.58
C 1.99 -0.78 -1.44
H 0.58 -2.28 -4.19
C 0.78 4.29 -2.80
H 0.08 2.51 -5.58
C 1.10 -1.01 -2.53
P 1.41 0.14 0.06
H -2.08 3.86 4.55
C -4.28 4.48 2.02
H 2.05 -5.90 3.29
H -2.95 0.19 1.66
C -3.29 2.23 -3.75
H 4.47 -2.94 -2.42
C -2.53 3.82 3.56
C -3.73 3.66 1.04
Si 0.48 -4.63 1.81
C -0.36 -6.17 1.13
H -1.12 -6.55 1.83
H -5.18 5.05 1.81
H -4.21 3.58 0.06
C 1.44 -4.99 3.38
H 0.90 4.04 -5.82
H -0.19 3.58 -0.35
C -3.67 4.57 3.28
H -0.87 -5.94 0.18
H 1.94 0.62 -3.85
H -0.70 -2.42 4.67
H 2.12 -4.16 3.64
H 2.37 5.40 -2.01
C 3.23 -1.47 -1.45
C 4.91 0.52 2.24
C -2.56 2.42 -2.57
H -4.86 -4.96 3.56
C -2.31 -0.68 1.50
C -2.57 2.92 1.31
C 3.51 -2.41 -2.44
H -4.96 1.21 -4.67
H 2.31 1.89 -5.79
C 4.66 -0.36 3.30
C -4.63 0.54 -2.64
C 2.56 -2.71 -3.42
C 0.14 3.76 -3.86
H -1.74 3.12 -2.52
H 1.47 -1.29 2.51
Pb -1.22 -0.79 -0.50
C 3.25 3.48 -2.33
C -1.73 -3.57 3.14
C -1.61 -2.99 4.45
C 2.13 2.53 -4.91
H 5.43 -0.54 4.05
C 2.73 0.02 1.33
H 3.50 3.62 -1.26
H 4.19 3.66 -2.88
H -4.12 0.13 -0.58
C 1.06 1.88 -0.17
C -2.86 1.69 -1.42
H 2.78 -3.46 -4.18
H 1.94 2.53 -0.06
C 1.35 -2.03 -3.45
H -3.04 2.80 -4.65
H 0.37 -6.97 0.94